82
Properties=species:S:1:pos:R:3 method="wB97M-V/def2-TZVPD" homo_ev="-8.52 / -8.52" lumo_energy_ev="-2.0 / -2.0" e_tot_ev=-72694.942 gap_ev="6.48 / 6.48"
S -1.716 -0.085 -1.747
C -0.817 2.745 -1.024
H 2.674 3.604 -3.398
H 2.517 -1.261 3.884
H -0.248 -0.735 -4.157
C -3.619 4.079 0.639
C 1.503 -0.569 2.133
C -4.455 2.218 -0.820
H 1.455 -0.332 -4.412
H 1.443 -2.614 -4.074
H 1.946 2.042 -3.796
C 4.364 -0.050 0.392
C 1.496 0.638 4.172
C -3.325 -3.120 0.364
H 0.461 2.547 4.092
H -1.769 4.843 -4.097
C 1.190 -2.059 -3.167
C 0.730 -0.686 -3.677
H -2.812 2.095 0.536
C 2.514 -1.890 -2.447
H 6.170 -1.043 1.066
H 1.686 3.720 0.189
C 5.092 1.214 -0.077
H -4.353 3.817 1.403
C 0.174 3.063 -1.965
H -0.220 -2.568 -1.531
C 4.041 -0.940 -0.802
H 5.767 -2.393 -3.337
C 5.116 -1.362 -1.571
N -3.965 -3.987 0.764
H 0.682 0.064 -2.884
C 5.193 -0.763 1.463
H 5.235 1.901 0.760
S -1.173 -1.592 0.862
H 1.662 1.676 -1.279
N 1.704 -0.956 -0.222
N 0.751 0.381 1.612
C -2.507 -2.055 -0.123
H 4.529 1.729 -0.855
C -1.498 4.256 -3.229
C 3.633 -2.275 -3.183
H -3.473 4.281 -2.422
Ru -0.049 -0.023 -0.213
O -0.595 3.566 1.674
C 2.254 3.659 -0.740
C -0.312 2.440 1.326
O 2.529 -2.549 1.272
C -3.873 -1.664 -2.113
H 3.409 2.116 -2.814
H 4.706 -1.669 1.819
N -0.435 1.904 0.070
H -5.159 1.881 -0.057
C 2.455 2.606 -3.014
C -2.456 3.937 -2.285
C 4.924 -2.058 -2.747
H -4.976 2.950 -1.441
C 0.159 -2.945 -2.475
H 3.470 -2.760 -4.138
C 0.748 1.646 3.571
C 2.724 -1.282 -1.193
C -0.191 3.822 -3.069
H 6.122 -1.127 -1.246
H -4.200 1.366 -1.451
H 1.791 0.740 5.207
C 1.899 -0.487 3.452
H 5.365 -0.096 2.311
H 2.268 4.660 -1.176
C 1.962 -1.514 1.047
C 1.625 2.676 -1.734
H -4.077 4.819 -0.022
C -2.742 -1.387 -1.283
C 0.375 1.472 2.249
H 0.600 -3.923 -2.272
H 3.431 0.296 0.843
H 6.076 0.976 -0.482
H -0.699 -3.096 -3.135
N -4.771 -1.891 -2.793
H -2.756 4.533 1.122
C -3.219 2.834 -0.158
C -2.141 3.171 -1.168
H 3.282 3.378 -0.503
H 0.550 4.081 -3.813



12
Properties=species:S:1:pos:R:3 method="wB97M-V/def2-TZVPD" homo_ev="-12.79 / -12.79" lumo_energy_ev="-4.0 / -4.0" charge=+1 e_tot_ev=-6193.422 gap_ev="8.79 / 8.79"
H 0.000 -1.425 0.701
H 0.833 -1.259 -1.669
C 1.054 -0.214 -1.472
H 0.749 1.718 -0.743
H 1.797 -0.056 -2.276
C -0.588 0.422 -0.109
N 0.543 0.670 -0.781
H -1.560 1.042 1.755
H -1.638 -1.374 0.630
C -0.623 0.636 1.326
N -0.752 -0.811 0.609
H 0.185 0.651 2.029



91
Properties=species:S:1:pos:R:3 method="wB97M-V/def2-TZVPD" homo_ev="-9.75 / -9.70" s_squared=0.798 lumo_energy_ev="-3.0 / -4.5" multiplicity=2 charge=+1 e_tot_ev=-149129.932 gap_ev="6.78 / 5.19"
C 1.751 0.282 -0.933
F 2.571 -1.118 -5.672
F 0.633 -1.255 -6.633
O -3.438 -0.891 -1.568
C 5.465 -0.366 1.186
C 1.136 1.438 2.692
H 1.654 -3.679 3.042
H 1.584 2.104 0.806
O -5.343 -4.268 0.446
Cd -1.698 -1.665 -0.041
C -4.419 -3.385 0.759
C 1.680 -0.023 0.599
H 5.207 0.354 -1.345
F 1.766 2.594 5.168
O -4.277 -1.016 1.285
C -0.602 5.157 -1.884
H 4.351 -1.552 4.133
H -1.947 1.134 -3.466
H -4.808 -2.438 2.609
C -1.852 5.622 -2.277
C -0.527 -0.069 -4.456
H -4.955 -5.031 -0.008
C 0.726 -0.509 -1.821
C -0.270 -1.524 3.028
C 1.292 -4.032 -0.307
C -1.328 2.185 1.627
C -0.465 1.481 0.778
H 1.762 -5.800 -1.421
C 2.126 -6.057 0.680
C 2.096 -5.457 1.930
C 3.119 0.340 -1.545
F -1.490 7.884 -1.768
C -0.471 3.847 -1.469
P -1.187 1.324 -0.839
F -1.219 7.268 -3.828
C -2.821 3.474 -1.835
H 1.402 1.315 -1.050
C -1.956 7.057 -2.721
C 5.522 -0.840 2.481
F -0.318 3.069 5.524
H -3.920 5.166 -2.572
H 3.128 0.577 -2.602
O -3.241 -3.516 0.495
C -4.975 -2.213 1.554
H -0.827 -2.453 3.170
H 2.151 -1.659 -3.046
H 0.453 -1.432 3.836
C 1.669 -4.144 2.061
F -3.217 7.414 -2.994
H -2.295 2.488 1.245
C 1.262 -1.042 -3.113
C -1.073 0.501 -3.357
H -3.690 2.831 -1.815
C -3.680 -0.033 -0.731
C -1.025 2.487 2.937
C -4.825 -0.186 0.261
C -2.956 4.788 -2.261
C 1.730 -5.340 -0.441
C 0.666 -0.858 -4.299
H 2.226 -1.159 3.050
H 2.094 1.172 3.111
H -5.680 -0.647 -0.231
C 0.506 2.195 4.937
C 4.246 0.234 -0.860
F 1.326 -2.863 -5.355
C 1.295 -1.520 -5.499
H 0.501 3.477 -1.161
H 0.972 -3.491 -1.193
H -0.955 0.083 -5.435
H -6.047 -2.115 1.384
C 4.337 -1.137 3.133
H 6.379 -0.184 0.632
H 0.254 5.819 -1.898
O -2.905 0.998 -0.459
C -1.579 2.998 -1.436
H 0.509 -1.416 -1.229
C 3.125 -0.902 2.505
C 1.260 -3.419 0.945
C 0.220 2.048 3.464
H -0.969 -0.691 3.096
H -1.717 3.031 3.563
H 6.474 -1.002 2.968
C 4.246 -0.135 0.548
Ge 0.480 -1.628 1.182
H -5.101 0.774 0.694
C 3.036 -0.345 1.227
H 2.403 -6.014 2.806
H 2.458 -7.081 0.577
C -0.518 0.325 -2.057
C 0.990 1.260 1.210
F 0.345 1.006 5.565